Record 1
21
Properties=species:S:1:pos:R:3:mulliken_charge:R:1 method="wB97M-V/def2-TZVPD" homo_lumo_gap_ha=0.2624 e_homo_ev=-8.84
N 3.2843 -0.4714 -0.5356 -0.57
C 2.1197 0.4126 -0.4092 0.23
C 1.9462 1.0414 0.9337 -1.25
C 0.7576 -0.1972 -0.7430 -0.15
N -0.1834 0.8080 -0.6299 -0.48
C -2.8490 -1.1207 -0.0671 -0.85
C -3.2448 0.4032 0.2987 -0.82
H 3.8546 -0.3910 0.3130 0.23
H 3.1263 -1.4198 -0.6843 0.23
H 2.3596 1.2731 -1.0550 0.19
H 0.8532 1.4922 0.8171 0.31
H 2.0217 0.4174 1.8476 0.35
H 2.5495 1.8984 1.2151 0.34
H 0.6357 -1.1318 -0.0732 0.24
H 0.9901 -0.5633 -1.7803 0.32
H -2.8781 -1.6387 0.8755 0.27
H -1.9190 -1.1276 -0.5703 0.06
H -3.5419 -1.6061 -0.5561 0.48
H -3.1852 0.8737 -0.7041 0.20
H -2.4578 0.6266 0.9455 0.23
H -4.2393 0.4210 0.5619 0.43



Record 2
11
Properties=species:S:1:pos:R:3:mulliken_charge:R:1 method="wB97M-V/def2-TZVPD" homo_lumo_gap_ha="0.3246 / 0.3247" charge=+1 e_homo_ev="-16.12 / -16.12"
C -0.2357 0.1890 -1.1581 -0.16
C 0.1478 0.6200 0.2121 0.51
C -0.7120 -0.3806 0.9222 -1.16
O 1.5783 0.4124 0.2488 -0.18
O 1.8747 -0.5319 -0.7377 0.09
O 0.9354 -0.2921 -1.6731 -0.01
H -1.1113 0.2034 -1.7456 0.42
H 0.0738 1.6549 0.6514 0.40
H -0.1296 -0.7582 1.8150 0.35
H -0.7914 -1.2248 0.2349 0.39
H -1.6300 0.1079 1.2300 0.35



Record 3
60
Properties=species:S:1:pos:R:3:mulliken_charge:R:1 method="wB97M-V/def2-TZVPD" homo_lumo_gap_ha=0.2329 charge=-1 e_homo_ev=-5.81
Be 0.8965 0.0037 0.9733 -0.85
C -2.7015 0.0268 0.3414 -1.10
O -1.6168 -0.4591 -0.4110 0.63
C -1.8171 -1.5759 -1.1767 0.41
C -3.0603 -2.1110 -1.4693 -0.54
C -3.1294 -3.2172 -2.3061 -0.40
Br -4.8406 -3.9737 -2.6548 -0.25
C -2.0187 -3.7696 -2.8922 -0.76
C -0.7611 -3.2386 -2.6010 0.43
C -0.6518 -2.1914 -1.6801 0.64
O 0.5653 -1.7854 -1.2740 -0.29
C 0.4041 -3.8127 -3.2449 0.24
N 0.3841 -4.9510 -3.9036 -0.79
C 1.6504 -5.1167 -4.3857 0.31
C 2.2009 -6.1380 -5.1568 -0.84
C 3.5280 -6.0297 -5.5123 -0.37
C 4.3100 -4.9362 -5.1220 -0.47
C 3.7881 -3.9130 -4.3568 -0.75
C 2.4533 -4.0143 -3.9913 0.59
N 1.6284 -3.2106 -3.2650 0.40
H -3.1807 -0.7788 0.9049 0.49
H -3.4340 0.5252 -0.3024 0.28
H -2.2832 0.7428 1.0453 0.27
H -3.9657 -1.6777 -1.0727 0.55
H -2.0767 -4.6072 -3.5663 0.63
H 0.5068 -1.4177 -0.3727 -0.17
H 1.5959 -6.9774 -5.4658 0.43
H 3.9799 -6.8086 -6.1132 0.36
H 5.3452 -4.8968 -5.4348 0.38
H 4.3850 -3.0651 -4.0591 0.48
H 1.8649 -2.3216 -2.8501 -0.15
F 2.2931 2.5496 -0.1714 -0.40
Te 2.0683 0.9310 -1.2951 1.68
F 2.8555 -0.4766 -2.4175 -0.48
F 3.9687 1.3197 -1.3354 -0.36
F 0.6546 0.3549 -2.5837 -0.52
F 2.0744 2.3169 -2.6773 -0.36
O 2.1550 -0.1024 0.1135 -0.42
Cl 0.9438 0.8861 4.0511 -0.21
C 0.2333 1.9522 2.9275 1.22
C 0.2795 1.5934 1.5856 -1.72
C -0.3155 2.4953 0.7172 1.72
Cl -0.2581 2.1212 -0.9458 -0.17
C -0.9701 3.6545 1.1262 -0.43
Cl -1.7546 4.6641 -0.0203 -0.20
C -1.0022 3.9652 2.4816 0.48
Cl -1.8292 5.3634 3.0319 -0.21
C -0.3746 3.1156 3.3883 -0.16
Cl -0.3793 3.4994 5.0559 -0.21
C -0.6706 -2.2061 3.4202 -1.60
C -0.3713 -2.3423 1.9255 1.27
C 0.4861 -3.5829 1.6511 -1.33
O 0.2474 -1.1954 1.4402 -0.20
H -1.1954 -3.0870 3.7823 0.42
H -1.2819 -1.3249 3.5969 0.35
H 0.2606 -2.0879 3.9657 0.31
H -1.3318 -2.4610 1.3925 -0.11
H 1.4896 -3.4097 2.0296 0.32
H 0.5475 -3.7759 0.5833 0.14
H 0.0657 -4.4595 2.1382 0.43



Record 4
106
Properties=species:S:1:pos:R:3:mulliken_charge:R:1 method="wB97M-V/def2-TZVPD" homo_lumo_gap_ha=0.3512 smiles="O=C1OC[C@@H](F)O1.O=C1OC[C@@H](F)O1.CCOC(=O)C(F)(F)F.CCOC(=O)C(F)(F)F.CCOC(=O)C(F)(F)F.CCOC(=O)C(F)(F)F.CC(C)=O.CC(C)=O.CC(C)=O" e_homo_ev=-9.33
O -3.3646 -3.1659 -0.2744 -0.64
C -2.2367 -3.5959 -0.5976 0.58
O -1.5783 -3.2149 -1.6818 -0.24
C -0.2346 -3.6866 -1.6019 -0.21
C -0.3362 -4.6923 -0.5504 0.57
F 0.5901 -4.5909 0.4288 -0.24
O -1.5402 -4.5078 0.0978 -0.19
H 0.0741 -4.1251 -2.5508 0.35
H 0.4360 -2.8333 -1.4996 -0.10
H -0.2527 -5.6908 -0.9795 0.15
O -3.2915 3.0456 -1.7564 -0.48
C -3.6492 1.9183 -2.0604 0.40
O -4.4809 1.5520 -2.9824 -0.35
C -4.4462 0.2039 -3.2503 -0.53
C -3.4997 -0.3503 -2.1562 0.36
F -2.4391 -0.7228 -2.7880 -0.27
O -3.1422 0.8218 -1.4660 -0.20
H -5.4573 -0.1065 -2.9869 0.45
H -4.2720 -0.1249 -4.2749 0.23
H -3.7881 -1.1923 -1.5269 0.37
C -0.5219 4.4451 -2.9723 -0.69
C 0.0670 3.9660 -4.3225 -0.19
O -0.8062 2.9156 -4.7006 -0.16
C -1.9282 3.1281 -5.3962 0.31
O -2.3176 4.2172 -5.7336 -0.57
C -2.5676 1.7928 -5.7905 0.98
F -3.8691 1.8345 -5.4910 -0.29
F -2.3646 1.4646 -7.0397 -0.28
F -2.0908 0.7363 -5.0949 -0.23
H -0.1836 5.4471 -2.7081 0.42
H -0.1240 3.8178 -2.1747 -0.11
H -1.6066 4.5297 -2.9070 0.36
H 1.0954 3.6169 -4.2296 0.16
H 0.0827 4.7584 -5.0709 0.35
C -0.5783 -7.9262 2.4536 -0.96
C 0.5257 -7.3797 3.4079 -0.29
O 0.4444 -5.9268 3.3708 -0.26
C -0.5636 -5.2386 3.9448 0.07
O -1.4138 -5.7862 4.6713 -0.58
C -0.6861 -3.7694 3.5843 1.09
F -1.6895 -3.6497 2.6980 -0.24
F -0.9570 -3.0438 4.6860 -0.25
F 0.3821 -3.3001 2.9239 -0.15
H -0.2833 -7.6885 1.4315 0.17
H -1.5344 -7.4991 2.7560 0.33
H -0.7262 -9.0053 2.4954 0.41
H 1.5646 -7.6715 3.2542 0.32
H 0.3549 -7.5966 4.4624 0.34
C 3.7322 1.8501 3.3566 -1.46
C 2.8686 0.6754 2.9470 1.24
O 1.7761 0.4082 3.8541 -0.29
C 0.7583 1.2249 4.0982 0.56
O 0.7805 2.3560 3.5846 -0.57
C -0.3740 0.7794 5.0324 0.78
F -0.6118 1.7289 5.9206 -0.24
F -1.5209 0.6498 4.3169 -0.25
F -0.1069 -0.3851 5.6092 -0.24
H 4.6486 1.9517 2.7752 0.43
H 4.0056 1.6907 4.3996 0.38
H 3.2361 2.8162 3.2629 0.35
H 3.4412 -0.2335 2.7623 -0.08
H 2.3617 0.8219 1.9932 -0.57
C 2.9876 2.7106 -0.5740 -0.30
C 3.0624 2.8059 -2.0753 -0.62
O 2.1478 1.8450 -2.5939 -0.06
C 2.4538 1.0225 -3.6375 0.12
O 3.5153 1.1111 -4.3268 -0.59
C 1.4887 -0.1655 -3.8774 1.13
F 2.2674 -1.2549 -3.8306 -0.27
F 0.5150 -0.3015 -3.0172 -0.18
F 0.9490 -0.0692 -5.0913 -0.27
H 2.0076 2.9128 -0.1418 -0.03
H 3.7467 3.3244 -0.0892 0.48
H 3.1674 1.6907 -0.2340 -0.21
H 4.0659 2.7207 -2.4923 0.49
H 2.6624 3.7795 -2.3585 0.31
C -3.3822 5.2305 0.8313 -0.74
C -2.1985 5.4500 1.7711 0.86
C -2.2184 4.7149 3.0905 -0.96
O -1.3233 6.2888 1.5306 -0.61
H -3.2071 4.7881 -0.1494 -0.02
H -3.8350 6.2114 0.6866 0.40
H -4.1430 4.6862 1.3908 0.29
H -2.8469 5.2847 3.7749 0.44
H -1.1657 4.7470 3.3715 0.16
H -2.6217 3.7095 2.9692 0.25
C 4.2312 -0.8834 -0.0358 0.03
C 4.8299 -2.2553 0.0985 0.45
C 4.4310 -3.0696 1.2904 -0.83
O 5.5998 -2.6555 -0.7838 -0.60
H 3.1754 -1.0562 0.1729 -0.06
H 4.4516 -0.5129 -1.0369 0.24
H 4.5831 -0.2629 0.7883 0.19
H 4.3565 -2.4400 2.1770 0.28
H 5.1886 -3.8179 1.5233 0.39
H 3.4848 -3.5804 1.1121 -0.02
C -1.1848 -0.7417 1.0180 0.13
C -0.2613 0.3908 0.6720 0.97
C -0.7780 1.8143 0.6130 -0.80
O 0.8524 0.1028 0.3787 -0.67
H -1.7905 -0.5799 1.9097 0.45
H -0.5339 -1.6050 1.1564 -0.31
H -1.8504 -0.9344 0.1767 -0.43
H -0.0160 2.5015 0.9808 0.26
H -1.5916 1.9334 1.3285 0.34
H -1.0635 1.9445 -0.4308 -0.18



Record 5
38
Properties=species:S:1:pos:R:3:mulliken_charge:R:1 method="wB97M-V/def2-TZVPD" homo_lumo_gap_ha=0.3204 smiles=Cc1cc(Cl)ccc1OCc1nnc2n1CCCCC2 e_homo_ev=-8.19
C -4.0635 -2.6151 -0.6734 -1.34
C -3.7540 -1.2073 -0.2770 0.88
C -4.6797 -0.1914 -0.4225 -0.88
C -4.3600 1.1069 -0.0559 0.26
Cl -5.5361 2.3615 -0.2464 -0.24
C -3.1138 1.4074 0.4558 -0.96
C -2.1794 0.3958 0.6081 -0.25
C -2.4872 -0.9081 0.2490 0.52
O -1.6507 -1.9793 0.3968 -0.40
C -0.3121 -1.7491 0.7379 -0.70
C 0.4235 -0.9732 -0.3065 0.62
N -0.0231 -0.6868 -1.4941 -0.21
N 0.9192 0.0225 -2.1358 -0.86
C 1.9374 0.1601 -1.3385 0.60
N 1.6838 -0.4610 -0.1442 0.18
C 2.5633 -0.5121 0.9915 -0.84
C 2.8619 0.8856 1.5411 -0.56
C 3.8890 1.6600 0.7147 -0.66
C 3.4068 2.0727 -0.6761 -0.59
C 3.1902 0.8939 -1.6320 -0.86
H -5.0517 -2.6861 -1.1184 0.40
H -4.0139 -3.2692 0.1958 0.30
H -3.3184 -2.9633 -1.3861 0.29
H -5.6557 -0.4082 -0.8290 0.36
H -2.8674 2.4201 0.7328 0.40
H -1.2093 0.6518 1.0033 0.43
H 0.1274 -2.7498 0.8350 0.39
H -0.2335 -1.2418 1.7141 0.36
H 2.0886 -1.1258 1.7605 0.43
H 3.4991 -1.0002 0.6951 0.34
H 1.9307 1.4544 1.5976 0.27
H 3.2468 0.7732 2.5566 0.36
H 4.1546 2.5642 1.2670 0.34
H 4.7964 1.0581 0.6179 0.29
H 4.1587 2.7326 -1.1131 0.33
H 2.4778 2.6406 -0.5929 0.37
H 3.1115 1.2560 -2.6569 0.31
H 4.0427 0.2105 -1.5721 0.31



Record 6
13
Properties=species:S:1:pos:R:3:mulliken_charge:R:1 method="wB97M-V/def2-TZVPD" homo_lumo_gap_ha=0.3363 smiles="C[N@H+]1C([O-])=NN1N" e_homo_ev=-8.62
C -0.0945 -1.6851 -0.2617 -0.77
N 0.1054 -0.3534 0.2965 -0.11
C 1.5505 0.4100 0.0319 0.56
O 2.6024 -0.0501 0.3679 -0.56
N 0.9977 1.4128 -0.5999 -0.60
N -0.3631 0.9229 -0.6335 0.19
N -1.1750 1.8040 -0.0068 -0.46
H 0.5631 -2.3878 0.2536 0.32
H 0.1772 -1.6519 -1.3151 0.31
H -1.1330 -2.0036 -0.1602 0.30
H -0.2524 -0.2465 1.2456 0.33
H -2.1548 1.5732 -0.0522 0.24
H -0.8236 2.2555 0.8339 0.24



The records above yield total energy values of -8385.8409; -9318.9873; -189255.0401; -105711.9550; -34887.4214; -10175.5158 eV, respectively.